No. 1
Formula: C29H45BO2P2Re
Source: the Open Molecules 2025 dataset
Level of theory: wB97M-V/def2-TZVPD

The total energy is -56261.730 eV. The charge is +2. As for the expectation value of S²: 3.774. Its spin multiplicity is 4. Its relative energy (zero: lowest compared OMol25 entry of this formula, charge and spin) is 0.000 eV.

Last column: Löwdin spin population.
CARTESIAN COORDINATES (ANGSTROEM)
Re 0.439 -0.567 -0.250  1.61
C -1.329 -0.797 0.956  0.01
C -1.022 -1.998 0.284  0.08
C 0.821 -1.441 1.617  0.04
C -0.244 -0.491 1.824  0.01
C 0.341 -2.404 0.639  0.03
C -2.648 -0.049 0.952  0.01
H -3.175 -0.150 -0.008  0.00
H -2.486 1.015 1.130  0.00
H -3.328 -0.391 1.751  0.00
C -0.301 0.524 2.903  0.00
H -1.293 1.011 2.903  0.00
H 0.456 1.319 2.854  0.00
H -0.174 -0.041 3.840  0.00
C 2.148 -1.348 2.249  0.01
H 2.269 -1.986 3.147  0.00
H 2.355 -0.309 2.533  0.00
H 2.935 -1.620 1.535  0.00
C 1.195 -3.334 -0.103  0.02
H 1.088 -4.338 0.349  0.00
H 2.242 -3.031 -0.039  0.00
H 0.904 -3.416 -1.166  0.00
C -1.974 -2.717 -0.640  0.03
H -2.390 -3.593 -0.118  0.01
H -1.477 -3.081 -1.537  0.00
H -2.814 -2.061 -0.910  0.00
C -0.904 2.460 -2.261  -0.01
C -2.057 1.902 -2.709  0.06
C -2.210 0.460 -3.214  0.03
C -1.005 -0.535 -3.523  0.09
C 0.374 -0.438 -3.042  0.52
C 1.499 0.418 -3.564  0.08
C 1.646 1.865 -3.040  0.02
C 0.382 2.821 -2.795  0.00
H -2.759 0.597 -4.160  0.00
H -0.946 -0.630 -4.641  0.04
H -2.882 -0.157 -2.602  0.00
H 0.202 3.468 -3.668  0.00
H -0.962 2.681 -1.152  0.00
H -2.926 1.983 -2.050  0.00
H 0.834 3.560 -2.096  0.00
H 2.110 1.759 -2.054  0.01
H 2.410 -0.089 -3.229  0.00
H 2.286 2.385 -3.786  0.00
H -1.380 -1.543 -3.243  0.00
H 0.763 -1.446 -2.747  0.04
P -0.582 1.751 -5.172  0.00
C -0.716 3.527 -5.766  0.00
C -1.773 1.117 -6.491  0.00
P 1.792 -0.059 -5.278  0.03
C 0.987 1.300 -6.149  0.01
C 1.165 -1.623 -5.798  0.00
C 3.574 -0.110 -5.536  0.01
H 0.116 4.140 -5.385  0.00
H -1.687 3.916 -5.422  0.00
H -0.653 3.584 -6.866  0.00
H -1.508 1.533 -7.477  0.00
H -2.791 1.454 -6.246  0.00
H -1.762 0.022 -6.610  0.00
H 3.765 0.246 -6.587  0.00
H 3.900 -1.166 -5.476  0.00
H 4.095 0.517 -4.790  0.00
H 1.673 2.167 -6.145  0.00
H 0.786 1.020 -7.205  0.00
H 1.884 -2.405 -5.569  0.00
H 1.064 -1.616 -6.878  0.00
H 0.204 -1.921 -5.400  0.00
O 3.064 1.095 0.070  0.04
B 1.629 1.089 0.215  0.10
O 1.235 2.351 0.739  0.02
C 2.393 2.919 1.198  0.00
C 2.524 3.841 2.221  0.00
C 3.758 3.945 2.879  0.00
C 4.861 3.196 2.474  0.00
C 4.737 2.305 1.403  0.00
C 3.499 2.146 0.797  0.01
H 1.651 4.398 2.554  0.00
H 3.854 4.612 3.734  0.00
H 5.824 3.290 3.007  0.00
H 5.577 1.689 1.098  0.00

---

No. 2
Formula: C29H45F15NO14P
Source: the Open Molecules 2025 dataset
Level of theory: wB97M-V/def2-TZVPD

The total energy is -111011.924 eV. Its spin multiplicity is 1. The SMILES is CCCCCCCCOC(=O)OP(N)O.CCOC(=O)C(F)(F)F.CCOC(=O)C(F)(F)F.CCOC(=O)C(F)(F)F.CCOC(=O)C(F)(F)F.CCOC(=O)C(F)(F)F.

Last column: Mulliken charge in e.
CARTESIAN COORDINATES (ANGSTROEM)
C 0.660 4.584 3.682  -0.40
C 1.770 4.069 2.757  -0.55
C 1.294 3.417 1.459  -0.85
C 0.620 2.055 1.596  -0.50
C -0.786 2.128 2.250  1.24
C -1.817 1.296 1.495  -0.27
C -3.120 0.982 2.276  -1.33
C -3.393 1.827 3.505  -0.48
O -3.479 3.246 3.268  -0.40
C -4.210 3.589 2.180  0.64
O -5.426 3.576 2.124  -0.58
O -3.413 4.001 1.140  -0.04
P -3.309 5.688 1.005  0.07
N -2.797 6.194 2.555  -0.60
O -1.923 5.825 0.149  -0.44
H -0.223 4.909 3.138  -0.23
H 0.318 3.756 4.307  0.02
H 1.004 5.350 4.371  0.44
H 2.371 4.934 2.469  0.34
H 2.429 3.423 3.336  0.29
H 2.190 3.260 0.852  0.41
H 0.678 4.119 0.896  0.23
H 1.244 1.319 2.102  0.38
H 0.470 1.678 0.579  0.13
H -1.110 3.160 2.288  -0.19
H -0.676 1.727 3.256  -0.32
H -2.034 1.754 0.532  0.44
H -1.337 0.352 1.257  0.05
H -3.028 -0.040 2.642  0.56
H -3.959 0.978 1.580  0.32
H -2.667 1.623 4.271  0.11
H -4.359 1.510 3.905  0.45
H -2.754 5.436 3.236  0.40
H -1.859 6.587 2.516  0.32
H -2.138 6.242 -0.691  0.32
C -0.101 -1.592 -4.670  -0.95
C 1.154 -2.068 -3.976  -0.24
O 1.287 -1.465 -2.670  -0.32
C 0.611 -2.039 -1.691  0.23
O -0.095 -2.999 -1.769  -0.55
C 0.898 -1.304 -0.373  1.01
F 0.869 0.027 -0.526  -0.29
F 2.117 -1.624 0.096  -0.28
F 0.016 -1.630 0.565  -0.26
H -0.120 -0.504 -4.716  0.24
H -0.157 -1.990 -5.668  0.37
H -0.989 -1.909 -4.127  0.28
H 2.036 -1.761 -4.534  0.35
H 1.180 -3.154 -3.894  0.33
C -1.992 -2.262 9.672  -1.11
C -1.899 -2.763 8.248  -0.22
O -2.120 -1.694 7.306  -0.30
C -1.072 -0.933 7.034  -0.09
O 0.027 -1.039 7.488  -0.52
C -1.461 0.119 5.983  1.44
F -2.646 0.681 6.253  -0.30
F -1.539 -0.443 4.768  -0.23
F -0.561 1.094 5.916  -0.26
H -2.946 -1.761 9.838  0.31
H -1.903 -3.092 10.371  0.38
H -1.202 -1.542 9.887  0.32
H -2.680 -3.494 8.050  0.31
H -0.941 -3.243 8.052  0.33
C -5.078 -4.398 -1.681  -1.06
C -5.557 -4.855 -3.042  -0.22
O -5.202 -3.902 -4.063  -0.33
C -3.970 -3.996 -4.538  0.37
O -3.135 -4.783 -4.206  -0.51
C -3.759 -2.949 -5.642  0.91
F -4.256 -1.758 -5.297  -0.27
F -4.368 -3.328 -6.773  -0.28
F -2.465 -2.793 -5.900  -0.22
H -5.456 -3.400 -1.460  0.29
H -5.421 -5.085 -0.909  0.37
H -3.989 -4.352 -1.644  0.30
H -6.643 -4.915 -3.062  0.31
H -5.167 -5.840 -3.295  0.32
C 4.169 2.413 -9.479  -1.09
C 3.019 2.892 -8.621  -0.22
O 1.965 1.909 -8.570  -0.31
C 2.124 0.933 -7.692  0.25
O 3.045 0.783 -6.946  -0.52
C 0.900 0.004 -7.725  1.05
F 0.521 -0.278 -8.972  -0.27
F -0.138 0.579 -7.109  -0.27
F 1.172 -1.148 -7.110  -0.24
H 3.815 2.140 -10.474  0.30
H 4.921 3.195 -9.575  0.37
H 4.641 1.531 -9.046  0.31
H 2.568 3.782 -9.052  0.31
H 3.347 3.143 -7.613  0.33
C 4.934 -1.231 2.403  -1.14
C 4.866 -2.259 1.295  0.03
O 6.175 -2.506 0.739  -0.34
C 6.934 -3.366 1.398  0.30
O 6.648 -3.950 2.400  -0.51
C 8.266 -3.554 0.653  0.92
F 8.769 -2.385 0.244  -0.25
F 8.085 -4.324 -0.427  -0.25
F 9.167 -4.139 1.432  -0.24
H 5.408 -0.316 2.046  0.33
H 3.932 -0.994 2.760  0.33
H 5.523 -1.598 3.243  0.36
H 4.264 -1.886 0.476  0.17
H 4.419 -3.191 1.638  0.32

---

No. 3
Formula: C29H45F3NO13P
Source: the Open Molecules 2025 dataset
Level of theory: wB97M-V/def2-TZVPD

The total energy is -76349.936 eV. Its spin multiplicity is 1. The SMILES is C=C[C@@]1(CCCOC(C)=O)CC(=O)N[C@]1(COC(F)(F)F)P(CC)CC.C[C@@H]1COC(=O)O1.C[C@@H]1COC(=O)O1.C[C@@H]1COC(=O)O1.

Last column: Mulliken charge in e.
CARTESIAN COORDINATES (ANGSTROEM)
C -1.027 -3.033 -1.565  -1.14
C -0.165 -2.113 -1.174  -0.68
C 0.923 -1.519 -2.127  1.02
C 1.905 -2.658 -2.481  -0.70
C 2.361 -3.527 -1.280  -0.62
C 3.893 -3.659 -1.146  -0.97
O 4.509 -2.365 -1.230  -0.08
C 5.783 -2.495 -1.763  0.55
C 5.935 -2.020 -3.188  -0.90
O 6.653 -2.914 -1.109  -0.53
C 0.030 -0.978 -3.278  -0.60
C -0.672 0.188 -2.504  -0.12
O -1.737 0.616 -2.785  -0.65
N 0.171 0.613 -1.465  0.40
C 1.445 -0.170 -1.584  1.45
C 2.021 -0.236 -0.112  -1.40
O 3.101 0.723 0.101  -0.39
C 3.806 0.462 1.188  0.95
F 4.681 -0.518 1.028  -0.24
F 4.508 1.540 1.478  -0.30
F 3.065 0.148 2.248  -0.28
P 2.792 0.724 -2.566  0.01
C 3.024 0.064 -4.299  0.02
C 2.775 1.072 -5.455  -1.54
C 2.548 2.551 -2.555  -0.75
C 1.174 3.092 -3.071  -1.09
H -2.093 -2.950 -1.356  0.26
H -0.727 -3.905 -2.152  0.28
H -0.173 -1.720 -0.161  0.32
H 1.366 -3.329 -3.165  0.74
H 2.799 -2.334 -3.021  -0.35
H 2.010 -3.177 -0.305  0.29
H 2.004 -4.558 -1.387  0.41
H 4.317 -4.401 -1.836  0.50
H 4.100 -4.037 -0.134  0.25
H 5.997 -0.929 -3.227  0.25
H 6.799 -2.514 -3.635  0.42
H 5.062 -2.293 -3.793  0.25
H -0.609 -1.693 -3.791  0.54
H 0.542 -0.422 -4.083  0.19
H -0.364 0.530 -0.591  0.45
H 1.266 0.017 0.627  0.43
H 2.439 -1.221 0.119  0.25
H 2.445 -0.834 -4.522  0.45
H 4.071 -0.240 -4.364  0.21
H 2.545 0.516 -6.374  0.38
H 3.650 1.687 -5.690  0.40
H 1.934 1.751 -5.293  0.30
H 2.695 2.968 -1.556  0.49
H 3.342 2.978 -3.182  0.49
H 0.530 3.265 -2.202  0.34
H 1.246 4.052 -3.595  0.36
H 0.643 2.375 -3.703  0.09
C -5.564 1.759 -2.880  -1.40
C -5.001 2.090 -4.240  0.60
C -4.025 3.227 -4.239  -0.30
O -4.166 3.749 -5.566  -0.33
C -5.432 3.458 -5.974  0.62
O -5.948 3.908 -6.945  -0.53
O -6.028 2.581 -5.117  -0.39
H -4.785 1.370 -2.224  0.33
H -6.009 2.642 -2.418  0.37
H -6.356 1.014 -2.967  0.35
H -4.571 1.194 -4.698  0.22
H -3.002 2.900 -4.057  0.12
H -4.280 4.017 -3.528  0.32
C -2.697 -1.226 5.194  -1.38
C -2.812 -0.996 3.708  0.53
C -2.640 -2.233 2.867  -0.58
O -2.131 -1.689 1.639  -0.22
C -1.485 -0.546 1.953  0.37
O -0.779 0.056 1.198  -0.64
O -1.732 -0.173 3.224  -0.33
H -3.523 -1.837 5.559  0.41
H -1.756 -1.723 5.440  0.33
H -2.701 -0.277 5.727  0.28
H -3.750 -0.484 3.479  0.27
H -3.574 -2.764 2.697  0.32
H -1.900 -2.929 3.268  0.34
C -1.427 2.231 10.832  -1.46
C -1.735 1.208 9.767  0.53
C -1.298 1.601 8.380  -0.55
O -2.229 0.888 7.555  -0.28
C -3.365 0.727 8.290  0.63
O -4.401 0.350 7.848  -0.51
O -3.153 1.058 9.589  -0.36
H -0.351 2.332 10.975  0.38
H -1.840 3.206 10.567  0.36
H -1.882 1.943 11.780  0.36
H -1.329 0.233 10.052  0.24
H -0.276 1.299 8.157  0.34
H -1.406 2.670 8.178  0.29

---

No. 4
Formula: C29H46BrClN3O9PS
Source: the Open Molecules 2025 dataset
Level of theory: wB97M-V/def2-TZVPD

The total energy is -156390.590 eV. Its spin multiplicity is 1. The SMILES is C#Cc1c(P(=N)(O)O)c(Br)c2nsnc2c1Cl.CC(C)=O.CC(C)=O.CC(C)=O.CC(C)=O.CC(C)=O.CC(C)=O.CC(C)=O.

Last column: Mulliken charge in e.
CARTESIAN COORDINATES (ANGSTROEM)
C -0.073 -2.842 1.234  0.07
C -1.491 -2.800 1.071  -0.87
C -3.049 -2.317 0.902  0.52
C -4.158 -2.239 2.151  0.35
P -3.540 -2.730 3.883  1.01
N -2.152 -1.875 4.148  -0.68
O -3.275 -4.469 3.941  -0.58
O -4.597 -2.338 5.205  -0.48
C -5.671 -1.777 1.728  -0.27
Br -7.127 -1.695 3.094  -0.12
C -6.098 -1.377 0.168  0.34
N -7.477 -0.922 -0.320  -0.44
S -7.235 -0.645 -2.034  0.29
N -5.560 -1.040 -2.462  -0.57
C -5.026 -1.428 -1.071  0.49
C -3.513 -1.895 -0.649  -0.27
Cl -2.234 -1.972 -2.034  -0.15
H 1.097 -2.741 1.450  0.31
H -1.953 -1.247 3.340  0.25
H -2.666 -4.770 3.204  0.37
H -4.731 -1.336 5.148  0.36
C -5.464 2.280 -3.334  -0.53
C -6.704 3.117 -3.503  0.85
O -7.818 2.665 -3.244  -0.55
C -6.528 4.527 -3.999  -1.06
H -5.743 1.286 -2.970  -0.22
H -4.956 2.171 -4.296  0.34
H -4.798 2.747 -2.604  0.33
H -6.068 4.517 -4.991  0.36
H -5.909 5.093 -3.298  0.28
H -7.508 5.011 -4.072  0.32
C -9.875 7.779 -1.958  -1.15
C -9.435 6.398 -2.366  0.78
O -8.485 6.230 -3.129  -0.56
C -10.203 5.232 -1.804  -0.93
H -9.230 8.522 -2.440  0.30
H -10.906 7.950 -2.278  0.32
H -9.789 7.892 -0.874  0.33
H -11.248 5.289 -2.117  0.32
H -10.132 5.231 -0.713  0.32
H -9.774 4.298 -2.184  0.18
C 3.964 -1.966 3.313  -0.49
C 2.748 -2.471 4.042  0.78
O 1.680 -2.649 3.458  -0.50
C 2.889 -2.751 5.515  -1.10
H 3.715 -1.808 2.258  0.21
H 4.286 -1.014 3.743  0.13
H 4.768 -2.704 3.376  0.22
H 3.163 -1.834 6.043  0.20
H 3.645 -3.524 5.676  0.34
H 1.932 -3.110 5.909  0.32
C 3.282 1.429 6.030  -0.98
C 4.694 1.194 5.565  0.88
O 5.006 0.166 4.965  -0.63
C 5.710 2.265 5.862  -1.22
H 2.659 0.574 5.746  0.15
H 3.261 1.532 7.118  0.33
H 2.879 2.327 5.555  0.37
H 5.797 2.405 6.942  0.34
H 5.415 3.200 5.380  0.34
H 6.685 1.959 5.468  0.29
C 7.619 -3.437 1.351  -1.17
C 6.504 -2.690 0.670  0.89
O 5.325 -2.937 0.918  -0.58
C 6.887 -1.630 -0.327  -0.89
H 7.194 -4.171 2.044  0.34
H 8.221 -3.966 0.608  0.37
H 8.241 -2.740 1.919  0.29
H 7.457 -2.078 -1.146  0.30
H 7.476 -0.852 0.165  0.27
H 5.980 -1.175 -0.739  0.24
C -2.080 -2.069 -7.822  -1.03
C -1.003 -2.123 -6.772  0.65
O 0.188 -2.148 -7.080  -0.57
C -1.439 -2.146 -5.332  -0.91
H -1.619 -2.057 -8.816  0.29
H -2.720 -2.951 -7.744  0.31
H -2.672 -1.158 -7.701  0.30
H -2.050 -3.032 -5.143  0.36
H -2.002 -1.239 -5.099  0.32
H -0.555 -2.185 -4.686  0.32
C 11.326 -0.891 -0.910  -1.00
C 10.211 -0.144 -1.592  0.73
O 9.032 -0.391 -1.343  -0.48
C 10.594 0.916 -2.589  -1.10
H 10.901 -1.625 -0.218  0.22
H 11.928 -1.420 -1.654  0.33
H 11.948 -0.194 -0.343  0.32
H 11.163 0.468 -3.407  0.33
H 11.183 1.694 -2.097  0.33
H 9.687 1.371 -3.001  0.29

---

No. 5
Formula: C29H46BrIrN3P2
Source: the Open Molecules 2025 dataset
Level of theory: wB97M-V/def2-TZVPD

The total energy is -126702.931 eV. The charge is +4. As for the expectation value of S²: 8.789. Its spin multiplicity is 6. Its relative energy (zero: lowest compared OMol25 entry of this formula, charge and spin) is 0.704 eV.

Last column: Löwdin spin population.
CARTESIAN COORDINATES (ANGSTROEM)
N -1.311 0.283 -9.910  0.72
C -0.068 0.148 -9.455  0.08
C 0.239 0.212 -8.076  0.06
C -0.816 0.377 -7.116  -0.01
C -2.124 0.468 -7.653  0.05
C -2.310 0.445 -9.050  0.08
C -0.488 0.373 -5.671  0.02
Ir -0.550 0.333 -1.392  1.33
P -2.014 -2.801 3.036  0.62
C -1.330 0.202 -4.593  -0.01
C -0.867 -0.425 -3.368  0.01
C -1.710 -0.985 -2.352  0.08
C -1.259 -2.230 -1.720  0.40
C 0.006 -2.727 -2.083  0.21
C 0.986 -1.834 -2.472  0.28
C 0.533 -0.574 -3.023  0.12
Br 0.387 -4.528 -2.101  0.10
H 0.593 0.429 -5.490  0.00
H -2.384 0.435 -4.692  0.00
H 1.286 0.098 -7.795  0.01
H -2.998 0.547 -6.992  0.01
H 0.713 -0.010 -10.206  0.02
H -3.316 0.559 -9.466  0.02
H -2.755 -0.715 -2.404  0.01
H 1.175 0.282 -3.301  0.00
H -1.873 -2.755 -1.004  0.02
H 2.056 -2.167 -2.463  0.01
P -2.058 1.572 -0.371  0.11
C -1.112 -4.080 2.047  0.08
C -1.543 -5.502 2.412  0.01
H -0.048 -3.934 2.309  0.00
H -1.242 -3.874 0.971  0.02
H -0.888 -6.218 1.902  0.00
H -1.461 -5.659 3.494  0.00
H -2.572 -5.725 2.106  0.00
C -3.474 -2.387 1.999  0.10
C -4.811 -2.758 2.658  0.01
H -3.347 -2.919 1.043  0.01
H -3.434 -1.305 1.818  0.00
H -5.627 -2.640 1.932  0.00
H -4.808 -3.794 3.022  0.00
H -5.039 -2.106 3.509  0.00
C -0.866 -1.406 3.051  0.09
C -0.257 -1.207 4.449  0.02
H -1.405 -0.506 2.724  0.00
H -0.070 -1.634 2.335  0.01
H 0.039 -0.158 4.605  0.00
H -0.971 -1.480 5.240  0.01
H 0.641 -1.815 4.591  0.00
C -1.852 2.247 1.333  0.05
C -1.718 3.759 1.444  0.01
H -1.003 1.716 1.797  0.00
H -2.738 1.930 1.906  0.00
H -0.765 4.126 1.051  0.00
H -2.541 4.284 0.946  0.00
H -1.764 4.040 2.500  0.00
C -3.652 0.644 -0.177  0.01
C -4.702 0.984 -1.215  0.00
H -4.032 0.853 0.834  0.00
H -3.386 -0.426 -0.200  0.00
H -4.940 2.055 -1.214  0.00
H -4.406 0.671 -2.221  0.00
H -5.625 0.453 -0.972  0.00
C -2.144 2.968 -1.563  0.01
C -0.770 3.287 -2.187  0.06
H -2.587 3.844 -1.081  0.00
H -2.847 2.677 -2.352  0.00
H -0.906 3.585 -3.247  0.00
H -0.237 4.110 -1.663  0.00
H -0.068 2.406 -2.205  0.02
C 4.767 0.645 0.119  0.00
N 3.338 0.857 0.151  0.00
C 2.673 1.846 0.877  0.01
C 1.358 1.781 0.512  0.02
N 1.202 0.704 -0.355  0.08
C 2.409 0.130 -0.516  0.01
H 5.318 1.547 -0.171  0.00
H 5.126 0.335 1.105  0.00
H 4.966 -0.139 -0.610  0.00
H 3.122 2.507 1.584  0.00
H 0.531 2.415 0.811  0.00
H 2.641 -0.800 -1.021  0.00

---

Question: What is the formula in the second record?
Answer: C29H45F15NO14P